No. 1
ORCA calculation (ωB97M-V/def2-TZVPD) on an isolated molecule of C2H2F2O3 at a distorted geometry.

Output
Frontier orbital gap in eV: 12.20
SMILES string: O=C(O)C(O)(F)F
Multiplicity: 1
Energy above the lowest of the compared OMol25 structures with the same formula, charge and spin in kcal/mol: 37.58

Each line ends with the Löwdin charge.
Geometry (Å):
O  -0.428  -1.735  -0.541  0.16
C  0.364  -0.891  -0.293  -0.41
O  1.649  -1.055  0.003  0.15
C  -0.354  0.671  -0.176  -0.38
O  -0.348  0.851  1.160  0.15
F  -1.626  0.597  -0.622  0.10
F  -0.029  1.990  -0.840  -0.02
H  1.540  -2.064  -0.019  0.17
H  -0.768  1.635  1.326  0.08

---

No. 2
ORCA calculation (ωB97M-V/def2-TZVPD) on a cluster of 6 separate species, C4H20N2O6 in total at a distorted geometry.

Output
Frontier orbital gap in eV: 9.38
SMILES string: NCCNCC=O.O.O.O.O.O
Multiplicity: 1
Energy above the lowest of the compared OMol25 structures with the same formula, charge and spin in kcal/mol: 86.83

Each line ends with the Löwdin charge.
Geometry (Å):
N  1.163  -2.181  -1.280  0.02
C  -0.227  -1.840  -1.752  -0.23
C  -1.298  -1.661  -0.677  -0.24
N  -1.167  -0.366  -0.062  -0.07
C  -1.419  -0.125  1.401  -0.13
C  -0.676  -0.962  2.392  -0.25
O  -0.013  -1.933  2.120  0.03
H  1.629  -1.453  -0.807  0.00
H  1.221  -2.964  -0.684  0.04
H  -0.551  -2.511  -2.499  0.08
H  -0.041  -0.868  -2.317  0.13
H  -1.098  -2.479  0.123  0.13
H  -2.321  -1.842  -1.164  0.13
H  -0.268  -0.076  -0.288  0.04
H  -1.258  0.955  1.627  0.13
H  -2.526  -0.283  1.567  0.14
H  -0.681  -0.629  3.432  0.12
O  2.054  1.016  -0.869  0.01
H  2.459  1.024  -1.661  0.02
H  2.455  0.410  -0.287  -0.01
O  1.768  2.352  1.788  -0.01
H  1.830  2.350  0.799  0.06
H  1.304  3.087  2.015  0.01
O  -3.244  0.786  -1.833  -0.09
H  -3.877  1.461  -1.698  0.00
H  -2.479  0.718  -1.192  0.02
O  2.599  -0.150  1.469  -0.11
H  2.090  -0.703  2.086  0.03
H  2.345  0.845  1.735  0.05
O  -0.016  2.765  -0.847  -0.09
H  -0.247  3.234  -1.783  0.15
H  0.489  2.024  -0.853  -0.11

---

No. 3
ORCA calculation (ωB97M-V/def2-TZVPD) on a structure of composition C19H32ClN3Zr at a distorted geometry.

Output
Total charge: +2
Frontier orbital gap in eV: 7.75
Multiplicity: 1

Each line ends with the Löwdin charge.
Geometry (Å):
C  -4.373  -0.491  -1.926  -1.04
C  -5.480  -0.643  -0.839  -0.09
C  -4.615  0.790  -2.704  -0.11
C  -4.419  -1.686  -2.903  -0.10
Cl  -2.860  -0.474  -1.168  0.74
H  -5.629  0.717  -3.172  0.11
H  -3.861  0.928  -3.499  0.08
H  -4.585  1.683  -2.050  0.08
H  -6.438  -0.766  -1.376  0.10
H  -5.513  0.241  -0.219  0.07
H  -5.292  -1.512  -0.216  0.08
H  -5.450  -1.741  -3.303  0.10
H  -4.168  -2.619  -2.392  0.08
H  -3.712  -1.529  -3.711  0.08
C  0.464  2.285  1.629  -0.23
C  0.507  3.051  0.393  -0.20
C  -0.783  2.889  -0.243  -0.15
H  1.383  3.582  0.006  0.13
C  -1.637  2.140  0.631  -0.12
C  -0.894  1.805  1.795  -0.10
H  -1.311  1.380  2.713  0.13
H  1.229  2.239  2.395  0.10
H  -1.134  3.356  -1.166  0.14
H  -2.703  1.964  0.493  0.11
C  1.765  -0.394  -1.792  -0.20
C  2.175  1.001  -1.752  -0.22
C  1.104  1.760  -2.367  -0.15
H  3.126  1.396  -1.394  0.12
C  0.050  0.857  -2.728  -0.12
C  0.454  -0.461  -2.386  -0.13
H  -0.085  -1.374  -2.670  0.13
H  2.377  -1.264  -1.554  0.11
H  1.118  2.830  -2.595  0.14
H  -0.847  1.095  -3.301  0.13
Zr  0.569  0.812  -0.125  1.71
C  1.102  -2.548  3.224  -0.01
N  2.289  -1.889  2.675  -0.10
C  3.592  -2.066  3.329  0.02
C  2.092  -0.989  1.720  -0.40
N  0.823  -0.753  1.359  -0.01
N  3.140  -0.301  1.074  -0.19
C  4.255  -1.049  0.470  -0.04
C  3.500  1.062  1.502  -0.04
H  1.444  -3.204  4.010  0.10
H  0.599  -3.136  2.446  0.12
H  0.392  -1.823  3.642  0.11
H  4.227  -2.706  2.718  0.10
H  4.060  -1.096  3.487  0.10
H  3.379  -2.546  4.288  0.11
H  0.132  -1.359  1.829  0.07
H  4.476  -0.625  -0.519  0.10
H  5.166  -0.984  1.089  0.10
H  3.983  -2.102  0.330  0.11
H  3.205  1.805  0.733  0.07
H  3.015  1.325  2.455  0.09
H  4.597  1.136  1.638  0.12

---

No. 4
ORCA calculation (ωB97M-V/def2-TZVPD) on an isolated molecule of C5H10O at a distorted geometry.

Output
Frontier orbital gap in eV: 9.14
SMILES string: C=CCCOC
Multiplicity: 1
Energy above the lowest of the compared OMol25 structures with the same formula, charge and spin in kcal/mol: 162.07

Each line ends with the Löwdin charge.
Geometry (Å):
C  1.636  1.855  -0.162  -0.03
C  1.119  0.820  -0.800  -0.36
C  0.991  -0.475  -0.126  -0.15
C  -0.543  0.395  0.446  -0.18
O  -1.406  -0.444  1.055  -0.26
C  -1.980  -1.451  0.304  -0.12
H  2.162  1.686  0.774  0.07
H  1.802  2.786  -0.683  0.06
H  0.686  1.004  -1.772  0.11
H  0.796  -1.327  -0.758  0.07
H  1.963  -0.720  0.398  0.12
H  -1.196  0.925  -0.448  0.19
H  0.383  0.080  1.350  0.22
H  -2.453  -2.067  1.063  0.09
H  -1.246  -2.051  -0.262  0.08
H  -2.715  -1.014  -0.380  0.09